Record 1
{
  "formula": "C21H57ClNO12",
  "method": "ωB97M-V with the def2-TZVPD basis set",
  "symbols": ["Cl", "O", "O", "O", "O", "C", "C", "C", "C", "C", "C", "N", "O", "C", "C", "C", "H", "H", "H", "H", "H", "H", "H", "H", "H", "H", "H", "H", "H", "H", "H", "H", "H", "H", "H", "C", "C", "O", "H", "H", "H", "H", "H", "H", "C", "C", "O", "H", "H", "H", "H", "H", "H", "C", "C", "O", "H", "H", "H", "H", "H", "H", "C", "C", "O", "H", "H", "H", "H", "H", "H", "C", "C", "O", "H", "H", "H", "H", "H", "H", "C", "O", "H", "H", "H", "H", "C", "O", "H", "H", "H", "H"],
  "positions_angstrom": [[-26.147027, 18.502766, 7.491466], [-25.782180, 17.464121, 8.425389], [-26.122776, 17.988859, 6.146581], [-27.491507, 18.932650, 7.753965], [-25.233872, 19.616485, 7.611015], [-28.007923, 19.471916, 11.295751], [-27.076056, 19.918824, 12.438707], [-27.756745, 19.772577, 13.797250], [-27.815203, 18.351097, 14.360573], [-26.404756, 17.782638, 14.424833], [-25.694821, 17.813497, 13.058624], [-25.838836, 19.126107, 12.449920], [-25.067846, 19.265243, 11.296628], [-24.208122, 17.542716, 13.283664], [-26.281528, 16.681187, 12.204563], [-26.698735, 21.391248, 12.262295], [-28.837245, 20.156613, 11.100039], [-28.445700, 18.502178, 11.535934], [-27.505801, 19.369091, 10.333483], [-27.198377, 20.352463, 14.541247], [-28.777222, 20.163584, 13.815362], [-28.467647, 17.753167, 13.714558], [-28.241015, 18.289055, 15.364305], [-26.462650, 16.762132, 14.806542], [-25.853700, 18.411982, 15.131833], [-23.704073, 17.182466, 12.386083], [-23.628150, 18.359674, 13.713811], [-24.050233, 16.729422, 14.005466], [-25.849777, 16.766519, 11.199289], [-26.074774, 15.680303, 12.582697], [-27.351628, 16.782456, 12.024630], [-25.887855, 21.726202, 12.902727], [-27.587431, 22.030315, 12.337279], [-26.438120, 21.611582, 11.220737], [-25.577117, 18.877793, 10.561010], [-29.209290, 15.949028, 7.104934], [-29.239084, 15.785111, 8.604183], [-29.546986, 14.412271, 8.934425], [-30.185129, 15.936682, 6.626716], [-28.439198, 15.275903, 6.718551], [-28.727026, 16.890659, 6.806342], [-29.938285, 16.471701, 9.092990], [-28.266630, 16.084680, 9.010976], [-28.725072, 14.056657, 9.282844], [-23.349688, 16.053827, 5.325586], [-22.953376, 14.713230, 4.724250], [-22.127389, 13.950988, 5.594426], [-24.076311, 15.911707, 6.128777], [-23.952307, 16.590340, 4.582438], [-22.549972, 16.737448, 5.604769], [-22.463838, 14.962876, 3.773504], [-23.827841, 14.092834, 4.547725], [-21.369229, 14.478332, 5.860278], [-23.533889, 21.824202, 9.111225], [-23.086818, 23.010191, 9.976721], [-22.083881, 22.665155, 10.939045], [-23.984495, 21.060722, 9.740452], [-22.658338, 21.512368, 8.533345], [-24.224954, 22.160496, 8.336559], [-24.002492, 23.224652, 10.543366], [-22.805658, 23.873412, 9.380094], [-22.470457, 21.914639, 11.406918], [-22.663849, 16.429259, 9.356731], [-21.835487, 17.484834, 8.642141], [-22.279978, 18.793839, 8.954039], [-22.642435, 16.661356, 10.421978], [-22.202312, 15.445954, 9.229342], [-23.679370, 16.438467, 8.965685], [-21.863158, 17.308072, 7.558308], [-20.778620, 17.498062, 8.918460], [-23.096350, 19.002804, 8.476351], [-22.396876, 20.200372, 5.303079], [-21.372005, 21.136194, 4.684548], [-20.378936, 21.454594, 5.705352], [-22.982843, 19.708164, 4.517308], [-23.034045, 20.645695, 6.062944], [-21.892560, 19.361334, 5.789251], [-21.792413, 22.068097, 4.305814], [-20.777969, 20.642922, 3.907816], [-19.603818, 20.924188, 5.528713], [-27.214325, 22.793880, 8.765042], [-26.377494, 23.676992, 9.507745], [-26.608018, 22.009143, 8.317740], [-27.993582, 22.370814, 9.403267], [-27.689815, 23.325694, 7.932496], [-26.915937, 24.280554, 10.022504], [-28.681039, 18.135283, 3.632005], [-28.196562, 19.373895, 4.143164], [-29.690842, 17.977953, 4.031908], [-28.744020, 18.186748, 2.548265], [-28.107423, 17.284946, 4.002092], [-27.628225, 19.138146, 4.887010]],
  "forces_ev_per_angstrom": [[-0.411, 0.178, -0.301], [0.186, -0.078, 0.226], [0.352, -0.268, -0.497], [-0.339, 0.380, 0.464], [0.150, -0.135, 0.150], [-0.287, -0.156, 0.029], [-0.051, -0.135, -0.414], [-0.151, -0.329, 1.312], [0.136, -0.184, -0.681], [-0.337, 0.602, -0.180], [-0.299, -0.703, 0.478], [0.268, 0.697, 1.173], [-0.299, -0.030, -0.325], [0.707, -0.850, 0.275], [0.118, 0.259, -1.122], [-0.505, 0.349, -1.342], [0.059, 0.145, 0.262], [-0.066, -0.004, -0.065], [0.179, 0.025, 0.022], [0.076, 0.203, -0.182], [0.094, 0.277, -0.467], [0.116, -0.179, 0.079], [-0.171, 0.376, -0.043], [0.372, -0.050, -0.063], [0.166, -0.168, 0.041], [-0.081, 0.365, -0.159], [-0.356, 0.398, -0.285], [-0.444, -0.079, -0.034], [0.123, -0.264, 0.080], [0.095, 0.058, 0.144], [-0.078, -0.034, 0.364], [-0.082, -0.081, 0.200], [-0.015, -0.131, 0.685], [0.527, -0.344, 0.120], [0.252, -0.060, -0.084], [1.172, 0.972, -0.226], [0.164, 0.278, -0.017], [0.218, 0.520, 0.310], [0.043, -0.572, -0.090], [-0.687, -0.627, -0.273], [-0.441, 0.269, 0.471], [-0.302, -0.324, -0.128], [0.040, -0.251, -0.068], [-0.158, -0.212, -0.003], [-1.544, -0.104, -0.396], [0.503, 1.025, 0.367], [0.131, -0.329, -0.139], [0.435, 0.120, 0.374], [0.163, 0.045, -0.079], [0.235, -0.338, 0.092], [0.136, -0.590, -0.073], [-0.053, 0.064, -0.142], [-0.060, 0.124, -0.025], [1.192, 1.027, -0.610], [-1.710, -0.893, 0.576], [0.025, 0.045, -0.427], [0.125, -0.262, -0.236], [-0.061, -0.685, 0.312], [-0.361, 0.039, 0.318], [0.139, 0.765, -0.098], [0.390, -0.005, 0.175], [0.286, -0.008, 0.021], [0.749, 0.085, 0.040], [-0.177, 0.348, -0.266], [-0.066, 0.182, -0.188], [-0.264, -0.024, 0.020], [-0.177, -0.077, -0.112], [-0.037, -0.089, 0.160], [-0.028, 0.047, 0.052], [-0.045, -0.343, 0.206], [-0.013, -0.132, 0.110], [0.084, -0.711, -0.606], [1.104, -0.561, 1.155], [-0.515, 0.634, -0.253], [-0.330, 0.380, 0.129], [-0.086, 0.228, -0.196], [0.250, 0.163, 0.096], [-0.004, -0.052, 0.057], [-0.640, 0.009, -0.390], [0.094, -0.106, 0.052], [-0.268, 0.449, -0.191], [0.323, -0.171, -0.087], [0.100, -0.091, 0.307], [0.052, -0.223, -0.092], [-0.089, -0.012, 0.071], [-0.146, -0.025, -0.041], [-0.675, 0.358, 0.852], [0.259, -0.429, -0.166], [-0.113, -0.059, -0.231], [0.214, -0.145, -0.091], [0.321, 0.014, -0.365], [0.103, 0.210, 0.121]],
  "mulliken_charge": [1.454, -0.515, -0.548, -0.705, -0.542, -2.018, 2.031, -1.341, -0.638, -1.326, 1.887, 0.114, 0.018, -1.579, -1.520, -1.746, 0.438, 0.322, 0.450, 0.356, 0.399, 0.315, 0.388, 0.443, 0.360, -0.069, 0.390, 0.437, 0.036, 0.489, 0.322, 0.417, 0.412, 0.133, 0.089, -0.688, 0.332, -0.561, 0.361, 0.227, 0.046, 0.240, -0.257, 0.329, -0.588, -0.416, -0.515, 0.131, 0.300, 0.196, 0.270, 0.301, 0.299, 0.050, -0.600, -0.592, -0.305, 0.309, 0.154, 0.230, 0.408, 0.336, -0.550, 0.168, -0.387, -0.026, 0.462, -0.021, -0.279, 0.372, 0.133, -0.212, -0.459, -0.520, 0.360, -0.072, 0.058, 0.254, 0.328, 0.271, -0.379, -0.462, 0.029, 0.207, 0.358, 0.267, -0.508, -0.571, 0.226, 0.271, 0.190, 0.343],
  "molar_mass_g_mol": 551.135,
  "total_charge": -1
}


Record 2
{
  "formula": "C4H8Cl5Mn",
  "method": "ωB97M-V with the def2-TZVPD basis set",
  "symbols": ["Mn", "Cl", "Cl", "C", "C", "Cl", "H", "H", "H", "H", "Cl", "C", "C", "Cl", "H", "H", "H", "H"],
  "positions_angstrom": [[-4.185862, -2.188013, -1.321458], [-2.184210, -1.477619, -0.346827], [-1.465505, 2.092644, -3.250002], [-0.390924, 1.335538, -2.009734], [-0.529536, 2.098406, -0.700490], [0.573874, 3.486039, -0.644718], [0.623202, 1.258492, -2.382732], [-0.810947, 0.334074, -1.955025], [-0.363105, 1.460027, 0.163168], [-1.515381, 2.544420, -0.608011], [1.895248, -0.211047, -0.097108], [1.545430, -0.660060, 1.588228], [0.952019, -2.055682, 1.655529], [1.124161, -2.626562, 3.355245], [0.888654, 0.087639, 2.021316], [2.508431, -0.651032, 2.088916], [1.445282, -2.780291, 1.017279], [-0.110835, -2.046980, 1.426417]],
  "forces_ev_per_angstrom": [[2.158, 0.824, 1.004], [-2.206, -0.796, -1.045], [0.322, 0.063, -0.128], [-0.915, -0.084, -0.004], [-0.111, 0.090, -0.203], [0.239, 0.001, 0.086], [0.039, 0.290, -0.039], [0.244, -0.040, 0.404], [0.269, -0.006, -0.053], [-0.156, -0.247, -0.087], [-0.123, 0.007, -0.313], [0.410, -0.410, -0.019], [-0.163, 0.108, 0.517], [-0.174, 0.006, -0.270], [-0.002, 0.007, 0.045], [-0.063, 0.086, 0.135], [0.208, 0.129, -0.034], [0.025, -0.027, 0.006]],
  "mulliken_charge": [1.047, -0.113, -0.215, -0.243, -0.219, -0.162, 0.387, 0.029, 0.016, 0.395, -0.173, -0.481, -0.113, -0.192, 0.343, 0.366, 0.352, -0.026],
  "molar_mass_g_mol": 288.311,
  "de_lowest_kcal_mol": 5.7,
  "multiplicity": 6,
  "total_charge": 1
}


Record 3
{
  "formula": "C17H32O14P3STa",
  "method": "ωB97M-V with the def2-TZVPD basis set",
  "symbols": ["Ta", "C", "C", "O", "P", "O", "O", "O", "P", "O", "O", "O", "H", "H", "H", "H", "H", "H", "H", "C", "C", "C", "C", "C", "C", "C", "S", "O", "O", "O", "H", "H", "H", "H", "H", "H", "H", "C", "C", "C", "C", "O", "P", "O", "O", "O", "C", "C", "C", "C", "H", "H", "H", "H", "H", "H", "H", "H", "H", "H", "H", "H", "H", "H", "H", "H", "H", "H"],
  "positions_angstrom": [[0.157440, 0.903116, 0.814624], [2.175073, 5.083614, 3.236012], [1.359562, 4.089120, 2.418028], [0.304315, 4.664915, 1.683798], [0.553963, 2.817022, 3.484348], [-0.436893, 3.606555, 4.371170], [1.482287, 1.991044, 4.405648], [-0.225562, 1.881424, 2.500589], [2.427741, 3.041580, 1.358555], [3.348653, 3.963530, 0.510985], [3.058781, 2.051107, 2.251504], [1.363713, 2.389263, 0.351719], [1.555730, 5.547571, 4.004664], [2.550452, 5.854632, 2.562537], [3.027773, 4.606682, 3.719613], [0.111497, 5.545475, 2.031420], [-0.821507, 3.199424, 5.164843], [2.298769, 1.712922, 3.918479], [4.208295, 3.606293, 0.235038], [2.558339, -6.710579, 0.127935], [2.462347, -5.216857, 0.135278], [1.267102, -4.580018, 0.491053], [1.177363, -3.205653, 0.524088], [2.308653, -2.459957, 0.193595], [3.515740, -3.058731, -0.164797], [3.574770, -4.437729, -0.191271], [2.227246, -0.752623, 0.222178], [3.464452, -0.122682, -0.039480], [1.062612, -0.250064, -0.653260], [1.562682, -0.320791, 1.573386], [1.575368, -7.176018, 0.110509], [3.076734, -7.051226, 1.026747], [3.130203, -7.060684, -0.730400], [0.402659, -5.177573, 0.749381], [0.251701, -2.720351, 0.810291], [4.379304, -2.458422, -0.414616], [4.501789, -4.922220, -0.468522], [-3.223036, 2.119671, -1.976768], [-1.789344, 2.345895, -1.575639], [-0.784604, 1.947344, -2.627749], [-1.551606, 3.713054, -0.985188], [-1.509490, 1.363785, -0.336176], [-2.318657, -0.136999, -0.073989], [-3.708710, -0.014574, 0.304475], [-1.244545, -0.479500, 1.050632], [-1.907539, -0.894242, -1.352227], [-2.593115, -2.145356, -1.903438], [-2.914221, -3.061207, -0.740191], [-1.539383, -2.725196, -2.819725], [-3.825892, -1.677522, -2.642746], [-3.402910, 2.761068, -2.841772], [-3.919489, 2.397576, -1.188345], [-3.415270, 1.094833, -2.288928], [-0.806839, 2.704973, -3.412787], [-1.021202, 0.981513, -3.069933], [0.233073, 1.927324, -2.233944], [-1.865942, 4.455053, -1.720289], [-0.500115, 3.886495, -0.759905], [-2.149351, 3.860088, -0.086290], [-2.029893, -3.230562, -0.122699], [-3.230035, -4.028127, -1.132531], [-3.721987, -2.668732, -0.122581], [-1.242782, -2.002464, -3.579047], [-1.948356, -3.600666, -3.323975], [-0.657420, -3.031841, -2.256109], [-4.539524, -1.208723, -1.965885], [-4.309871, -2.541354, -3.099924], [-3.561100, -0.984721, -3.441997]],
  "forces_ev_per_angstrom": [[-0.689, -0.273, 0.294], [0.044, -0.005, -0.001], [0.021, -0.056, 0.166], [0.048, 0.003, -0.092], [-0.209, 0.156, -0.164], [-0.091, -0.097, 0.058], [0.091, 0.079, -0.066], [0.493, -0.447, -0.118], [-0.280, -0.061, -0.276], [-0.039, 0.097, -0.079], [0.033, -0.002, -0.011], [-0.054, -0.284, 0.351], [-0.007, 0.014, -0.011], [0.016, -0.001, 0.014], [-0.013, -0.014, 0.009], [-0.026, 0.026, 0.023], [0.025, 0.027, -0.050], [-0.007, -0.021, 0.022], [-0.040, 0.045, 0.059], [-0.001, 0.001, -0.009], [-0.001, 0.026, 0.002], [0.014, 0.009, -0.008], [-0.087, -0.017, 0.021], [-0.038, 0.004, -0.029], [0.011, -0.001, -0.010], [-0.013, -0.002, 0.002], [-0.115, -0.190, -0.017], [-0.009, -0.077, 0.015], [0.190, 0.333, 0.142], [-0.010, 0.312, -0.096], [0.001, -0.003, 0.002], [0.002, -0.004, -0.001], [0.005, -0.005, 0.005], [-0.001, -0.005, 0.001], [0.014, 0.022, -0.003], [-0.009, 0.021, 0.005], [0.001, 0.000, -0.001], [-0.018, 0.061, -0.059], [0.056, 0.005, 0.160], [-0.003, 0.019, -0.037], [0.004, 0.003, -0.014], [0.418, -0.404, -0.231], [-0.074, 0.140, 0.078], [0.059, 0.094, 0.089], [0.265, 0.542, -0.182], [0.045, -0.070, 0.012], [0.031, 0.094, 0.020], [-0.001, -0.059, -0.011], [0.002, -0.010, -0.005], [-0.023, -0.066, -0.033], [-0.039, 0.007, 0.016], [0.006, -0.015, 0.017], [0.028, 0.019, -0.003], [-0.032, -0.027, -0.022], [0.012, -0.018, 0.035], [-0.002, 0.036, 0.013], [0.026, 0.001, -0.006], [0.000, -0.011, 0.011], [-0.024, -0.002, -0.010], [0.012, -0.008, -0.015], [-0.032, 0.014, 0.004], [0.009, 0.021, 0.008], [-0.007, 0.006, -0.003], [0.000, -0.002, 0.004], [0.002, 0.009, 0.006], [0.009, 0.014, 0.007], [-0.010, 0.005, 0.008], [0.007, -0.008, -0.007]],
  "mulliken_charge": [3.864, -1.658, 0.605, -0.350, 0.329, -0.489, -0.464, -0.568, 0.805, -0.564, -0.784, -0.667, 0.530, 0.426, 0.446, 0.332, 0.391, 0.500, 0.446, -1.467, 0.755, -0.972, -0.351, 0.285, -0.541, -0.760, 1.460, -0.555, -0.574, -0.654, 0.383, 0.329, 0.401, 0.417, 0.375, 0.556, 0.439, -1.661, 1.714, -1.309, -1.585, -0.610, 0.379, -0.774, -0.721, 0.455, 1.559, -1.462, -1.509, -1.844, 0.525, 0.408, 0.205, 0.539, 0.137, 0.228, 0.502, 0.331, 0.368, 0.201, 0.486, 0.436, 0.358, 0.452, 0.288, 0.375, 0.511, 0.358],
  "molar_mass_g_mol": 766.366,
  "total_charge": 2
}


We obtain LUMO energy values of 2.58; -8.27; -7.40 eV for the records listed above, in that order.
We obtain strongest force on any atom values of 0.0391; 0.0499; 0.0155 hartree/bohr for the records listed above, in that order.
We obtain gap between HOMO and LUMO values of 8.48; 4.49; 7.58 eV for the records listed above, in that order.